(1)
Computed, not measured: a single C5H4N3OP molecule in a non-equilibrium geometry, with ωB97M-V/def2-TZVPD.

CARTESIAN COORDINATES (ANGSTROEM)
C  0.9050  -1.5907  -0.2621
C  -1.5908  1.6905  -0.0721
C  0.4259  0.5803  -0.0108
C  -1.4768  -1.1473  0.1582
C  1.8396  0.3641  0.1064
N  -0.1314  -0.8133  -0.1304
N  -0.2901  1.6455  -0.1506
N  2.0524  -1.0005  -0.1291
O  2.7667  1.1429  0.2793
P  -2.5253  0.1776  0.0020
H  0.8235  -2.6816  -0.4435
H  -2.2708  2.6258  -0.1583
H  2.8783  -1.4283  -0.1358
H  -3.4062  0.4352  0.9469

Calculated values
Spin multiplicity: 1
LUMO (alpha / beta) (eV): -1.0 / -1.0
Energy above the lowest of the compared OMol25 structures with the same formula, charge and spin (kcal/mol): 70.6
Electronic energy (eV): -21051.2515
Gap between HOMO and LUMO (alpha / beta) (eV): 6.30 / 6.30
E_HOMO (alpha / beta) (eV): -7.326 / -7.326

These are the Löwdin partial charges, in e, on atoms 1 to 8: -0.131, -0.393, -0.212, -0.260, -0.418, -0.102, 0.054, 0.203



(2)
Computed, not measured: a single C4H9NO2 molecule in a non-equilibrium geometry, with ωB97M-V/def2-TZVPD.

CARTESIAN COORDINATES (ANGSTROEM)
N  -0.5574  -1.0800  1.7970
C  -0.4574  0.3008  1.7630
O  -0.1641  1.0701  2.6568
C  -0.6537  0.9263  0.3387
C  0.5898  0.8392  -0.5537
C  0.5414  -0.2044  -1.6563
O  0.5649  -1.5027  -1.0751
H  -0.2653  -1.5447  2.6555
H  -0.7384  -1.6371  0.9785
H  -1.6305  0.6125  -0.1367
H  -0.8352  1.9879  0.5732
H  0.7784  1.8124  -1.0294
H  1.5475  0.6652  0.0168
H  -0.4076  -0.0365  -2.1814
H  1.3613  -0.0796  -2.3786
H  0.3262  -2.1293  -1.7684

Calculated values
Structure (SMILES): NC(=O)CCCO
Spin multiplicity: 1
LUMO (eV): 0.7
Energy above the lowest of the compared OMol25 structures with the same formula, charge and spin (kcal/mol): 20.6
Electronic energy (eV): -9879.1672
Gap between HOMO and LUMO (eV): 10.16
E_HOMO (eV): -9.495

These are the Löwdin partial charges, in e, on atoms 1 to 8: 0.158, -0.527, 0.042, -0.121, -0.193, -0.283, -0.077, 0.110